(1)
{"formula": "C24H51N5O3OsPSi3Te", "method": "wB97M-V/def2-TZVPD", "symbols": ["Os", "Te", "P", "Si", "Si", "Si", "O", "O", "O", "N", "N", "N", "N", "N", "C", "C", "C", "C", "C", "C", "C", "C", "C", "C", "C", "C", "C", "C", "C", "C", "C", "C", "C", "C", "C", "C", "C", "C", "H", "H", "H", "H", "H", "H", "H", "H", "H", "H", "H", "H", "H", "H", "H", "H", "H", "H", "H", "H", "H", "H", "H", "H", "H", "H", "H", "H", "H", "H", "H", "H", "H", "H", "H", "H", "H", "H", "H", "H", "H", "H", "H", "H", "H", "H", "H", "H", "H", "H", "H"], "coordinates": [[-0.3313, -0.8355, -0.4094], [3.1472, 0.9998, -3.0709], [2.6027, 0.0478, -0.9947], [-1.5625, -0.1704, 1.5793], [1.2924, -0.6342, 2.9077], [-0.5125, -3.0279, 1.8440], [1.2836, 0.5545, -0.3904], [3.7339, 0.2305, 0.1053], [2.3451, -1.5422, -0.9316], [-2.7486, 3.2826, -2.2476], [-0.6044, 4.1546, -2.2764], [-1.8525, -2.3047, -0.4619], [-1.3532, 0.7717, -1.4308], [-0.1945, -1.6219, -3.5081], [-3.7640, -3.3347, -1.4565], [3.3614, -2.5288, -1.2468], [-1.9013, -3.1974, 0.5555], [-3.3646, -0.6824, 1.7911], [-3.8322, -4.2535, -0.4221], [1.8533, 1.1425, 2.7374], [-3.2088, 3.8451, -3.5209], [-0.1726, -1.2843, -2.4020], [-2.7589, -2.3880, -1.4453], [-1.4602, 3.2316, -1.8925], [-1.0020, 5.5155, -2.6474], [0.7252, -0.8110, 4.6915], [-2.8826, -4.1787, 0.5831], [5.0017, 0.8987, -0.0694], [-1.1284, -3.7759, 3.4387], [-1.5301, 1.5914, 2.2398], [-3.8040, 2.6068, -1.4947], [0.8301, -4.0933, 1.0937], [-0.1354, -1.2122, 1.8155], [0.8566, 3.9807, -2.2241], [4.9056, 2.3344, 0.3885], [3.4262, -2.8643, -2.7197], [-0.9993, 2.1279, -0.9713], [2.7930, -1.7343, 2.6567], [-3.8941, 3.1258, -3.9685], [1.6996, -4.2200, 1.7378], [-3.7376, 4.7880, -3.3854], [0.0749, 2.1447, -0.8223], [4.1810, 2.8694, -0.2288], [3.6634, -1.2658, 3.1242], [-0.3991, -3.6684, 4.2409], [1.2581, 4.4276, -1.3134], [-0.8731, 5.6919, -3.7145], [3.0772, -3.4116, -0.6786], [-4.6639, 3.2733, -1.4436], [5.7089, 0.3255, 0.5281], [-3.9981, 0.2067, 1.7328], [-1.3050, -4.8465, 3.3096], [-2.0591, -3.3098, 3.7690], [-2.3546, 0.6144, -1.3923], [1.5009, -0.4524, 5.3728], [1.1673, -3.6362, 0.1617], [4.5972, 2.3906, 1.4326], [-1.6493, 1.5278, 3.3268], [-0.6131, 2.1407, 2.0423], [-2.3890, 2.1712, 1.8866], [-2.3710, 3.9826, -4.1969], [1.1186, 1.8779, 3.0621], [-0.1754, -0.2211, 4.8844], [2.7146, 1.2507, 3.4045], [-3.4912, 2.3911, -0.4761], [-2.6478, -1.6920, -2.2651], [-4.6017, -5.0136, -0.4057], [5.8726, 2.8267, 0.2839], [2.1760, 1.3777, 1.7252], [-3.5095, -1.0968, 2.7927], [-4.4643, -3.3537, -2.2793], [1.1576, 2.9389, -2.2932], [3.0241, -1.8727, 1.6023], [-1.0910, 0.6438, -2.4097], [-4.1238, 1.6902, -1.9959], [4.0941, -3.7184, -2.8468], [3.8044, -2.0383, -3.3163], [0.5073, -1.8436, 4.9625], [2.4380, -3.1325, -3.0935], [1.2763, 4.4948, -3.0867], [-2.8987, -4.8820, 1.4056], [-3.7407, -1.4142, 1.0785], [-2.0263, 5.7156, -2.3533], [0.4342, -5.0842, 0.8591], [2.6654, -2.7143, 3.1197], [4.3172, -2.1751, -0.8536], [-1.4463, 2.2970, 0.0045], [-0.3470, 6.1954, -2.1041], [5.2878, 0.8427, -1.1202]], "lowdin_charge": [1.164, 0.510, 0.099, 0.455, 0.416, 0.451, -0.545, -0.303, -0.361, -0.118, -0.095, -0.141, -0.065, 0.045, -0.034, -0.257, -0.300, -0.168, -0.037, -0.167, -0.015, -0.444, -0.131, -0.192, -0.009, -0.167, -0.045, -0.296, -0.152, -0.199, -0.011, -0.148, -0.563, -0.025, -0.074, -0.078, -0.124, -0.158, 0.105, 0.033, 0.102, 0.089, 0.060, 0.043, 0.024, 0.115, 0.108, 0.101, 0.111, 0.122, 0.027, 0.040, 0.041, 0.075, 0.040, 0.012, 0.073, 0.051, 0.016, 0.023, 0.099, 0.017, 0.031, 0.045, 0.087, 0.092, 0.118, 0.084, 0.003, 0.044, 0.115, -0.023, 0.012, 0.089, 0.104, 0.085, 0.024, 0.012, 0.075, 0.106, 0.110, 0.016, 0.090, 0.047, 0.029, 0.119, 0.084, 0.109, 0.046], "orbital_gap_ev": 6.44, "energy_ha": -3013.0721, "total_charge": 1, "e_above_lowest_kcal_mol": 43.13}

***

(2)
{"formula": "C24H52N20O8", "method": "wB97M-V/def2-TZVPD", "symbols": ["O", "O", "O", "O", "O", "O", "O", "O", "N", "N", "N", "N", "N", "N", "N", "N", "N", "N", "N", "N", "N", "N", "N", "N", "N", "N", "N", "N", "C", "C", "C", "C", "C", "C", "C", "C", "C", "C", "C", "C", "C", "C", "C", "C", "C", "C", "C", "C", "C", "C", "C", "C", "H", "H", "H", "H", "H", "H", "H", "H", "H", "H", "H", "H", "H", "H", "H", "H", "H", "H", "H", "H", "H", "H", "H", "H", "H", "H", "H", "H", "H", "H", "H", "H", "H", "H", "H", "H", "H", "H", "H", "H", "H", "H", "H", "H", "H", "H", "H", "H", "H", "H", "H", "H"], "coordinates": [[0.0813, -16.1088, -13.0466], [-10.0413, -14.4244, -12.4387], [-2.8535, -16.0679, -9.1772], [-1.3111, -12.4663, -11.6230], [-4.9863, -20.5015, -10.5585], [-0.2622, -14.8350, -18.6250], [-5.7352, -16.8173, -13.3769], [-1.9166, -14.0517, -15.2943], [-2.1539, -13.1664, -9.5300], [-4.8158, -16.5248, -8.2637], [-6.2754, -10.9276, -12.4757], [-8.8262, -15.3990, -14.1576], [-6.1928, -18.6342, -10.6170], [-3.2338, -18.1913, -8.7299], [-4.1303, -16.5719, -11.9130], [-6.1123, -12.8376, -9.0535], [-8.5002, -16.0883, -11.9528], [-1.5033, -16.5395, -19.3189], [2.2038, -16.3781, -13.8140], [-4.9271, -13.6093, -15.9698], [-5.3954, -19.6064, -12.7269], [-3.8702, -15.7685, -14.0416], [-1.5619, -14.6670, -11.2825], [0.3922, -17.4687, -14.8638], [-2.7445, -19.2464, -17.4233], [-1.2240, -16.0912, -16.9918], [0.0214, -13.0475, -15.8122], [-1.5589, -12.0005, -14.5025], [-4.5823, -18.4720, -18.4263], [-1.1639, -13.0751, -15.1929], [-9.2073, -15.2771, -12.8225], [-7.7127, -14.3973, -8.8856], [0.8199, -16.6120, -13.8654], [-3.4448, -18.4531, -16.5049], [-5.4410, -19.6127, -11.3132], [-6.1954, -14.0265, -15.7249], [-7.6397, -13.5926, -7.7182], [-3.6013, -16.8897, -8.6861], [-4.4790, -17.8899, -17.1375], [-4.6340, -16.3936, -13.1014], [-3.4641, -19.1782, -18.5750], [-5.0961, -10.3308, -12.4232], [-6.1581, -12.2790, -12.2865], [-4.1000, -11.2962, -12.2803], [-0.9968, -15.7774, -18.3198], [-6.7640, -13.8915, -9.7041], [-1.6552, -13.3623, -10.8170], [-6.6916, -14.6273, -16.8415], [-5.7083, -14.5155, -17.8378], [-6.6419, -12.6402, -7.8163], [-4.8342, -12.5261, -12.1945], [-4.5936, -13.9216, -17.2167], [-8.6689, -15.9521, -10.9735], [-5.4854, -17.0580, -7.7767], [-6.8202, -18.8748, -9.8428], [-8.3588, -16.2498, -14.5608], [-0.9954, -14.7038, -12.0708], [-2.2682, -17.1465, -19.0933], [-0.9321, -11.3479, -14.0152], [-2.9925, -18.3121, -15.5181], [-5.5629, -12.1475, -9.5319], [-6.6251, -17.9776, -11.2904], [-3.5924, -13.7113, -17.5606], [-2.3656, -12.2713, -13.9568], [-5.1633, -15.5984, -8.4833], [-5.3780, -18.3063, -19.1406], [-2.5808, -14.0040, -9.1775], [-5.9101, -19.0296, -13.3618], [-3.0409, -15.2663, -13.8049], [-5.2084, -17.1797, -16.7589], [1.0127, -17.9664, -15.5131], [-1.3937, -15.4485, -10.6507], [-5.8115, -14.7670, -18.9282], [-5.0363, -20.4217, -13.1836], [2.7279, -16.2544, -12.9563], [-9.3531, -14.7782, -14.7510], [-7.1370, -10.4169, -12.6068], [0.0497, -13.7608, -16.5184], [-6.2377, -11.9710, -7.0632], [-5.0761, -9.2342, -12.5432], [0.4261, -12.1483, -16.0289], [-2.1502, -16.4373, -16.8123], [-4.3044, -13.1848, -15.3234], [-3.2769, -16.0754, -11.6290], [-0.4985, -17.2076, -15.2703], [-3.8235, -18.9454, -8.4355], [-3.1248, -19.8445, -19.3932], [-1.8316, -19.6611, -17.2913], [-7.5192, -16.2003, -12.1988], [-8.4708, -15.1281, -9.1595], [-4.3595, -15.4615, -14.8949], [-6.4579, -14.1547, -10.7376], [-7.0380, -12.8902, -12.2238], [-3.0292, -11.1233, -12.0783], [-2.3170, -18.3310, -9.1803], [2.6880, -16.9979, -14.4505], [-1.1449, -15.3140, -16.3939], [-7.6921, -15.0636, -16.9092], [-4.4021, -13.4425, -11.8644], [-2.3095, -12.3005, -9.0987], [-1.2623, -16.1471, -20.1970], [-6.6733, -13.9439, -14.7678], [-8.2632, -13.7600, -6.8738], [-4.5378, -17.0986, -11.1700]], "lowdin_charge": [0.028, -0.013, -0.016, -0.041, -0.029, 0.000, -0.028, -0.031, 0.185, 0.196, 0.013, 0.138, 0.109, 0.181, 0.214, 0.025, 0.150, 0.187, 0.138, 0.013, 0.167, 0.202, 0.146, 0.146, 0.029, 0.159, 0.197, 0.182, -0.102, -0.664, -0.628, -0.111, -0.630, -0.159, -0.579, -0.167, -0.118, -0.702, -0.119, -0.716, -0.211, -0.152, -0.156, -0.088, -0.639, -0.161, -0.580, -0.138, -0.109, -0.118, -0.136, -0.146, 0.059, 0.091, 0.110, 0.125, 0.027, 0.060, 0.125, 0.112, 0.128, 0.060, 0.110, 0.062, 0.087, 0.106, 0.051, 0.069, 0.057, 0.090, 0.106, 0.086, 0.109, 0.094, 0.100, 0.096, 0.159, 0.072, 0.112, 0.122, 0.117, 0.059, 0.118, 0.077, 0.053, 0.093, 0.128, 0.149, 0.050, 0.089, 0.081, 0.093, 0.104, 0.080, 0.134, 0.077, 0.016, 0.093, 0.079, 0.081, 0.101, 0.085, 0.080, 0.059], "orbital_gap_ev": 8.43, "energy_ha": -2643.0498, "total_charge": 0, "smiles": "c1cc[nH]c1.c1cc[nH]c1.c1cc[nH]c1.c1cc[nH]c1.NC(N)=O.NC(N)=O.NC(N)=O.NC(N)=O.NC(N)=O.NC(N)=O.NC(N)=O.NC(N)=O"}

***

Number 1: molar mass 890.766 g/mol. Number 2: molar mass 748.812 g/mol.